The following is a DFT calculation (ωB97M-V/def2-TZVPD) of a structure of composition C65H169N14O16Pb in a non-equilibrium geometry.

Structure (XYZ):
```
265
Properties=species:S:1:pos:R:3
Pb 6.20308 -29.10950 9.73439
O 8.28751 -29.05525 9.15838
O 10.00902 -36.15737 6.02930
O 13.41133 -28.97552 4.17234
O 11.68148 -35.93361 10.62578
O 12.47855 -26.66564 12.95561
O 8.66490 -30.38108 2.93915
O 5.07486 -26.65671 8.80037
O 15.57087 -27.34371 9.62502
O 10.23002 -20.73183 12.05409
O 13.49108 -32.40434 14.57186
O 12.24119 -29.93688 -0.24311
O 10.36705 -23.50277 8.02472
O 5.45433 -31.41885 8.76834
O 6.01065 -24.68604 11.08803
O 15.25716 -34.16559 9.52766
O 7.45831 -26.13103 16.10846
N 11.78069 -33.18313 16.53247
N 7.08080 -33.60738 2.19904
N 9.28375 -38.25284 8.86238
N 11.88677 -24.27128 4.88652
N 14.87012 -29.89593 10.46014
N 10.96912 -26.40202 15.83859
N 9.31539 -30.13884 9.25724
N 6.67989 -31.12208 11.25088
N 14.36027 -36.40699 6.81568
N 6.46790 -28.12192 12.08052
N 11.84197 -23.01951 13.05874
N 10.98040 -37.34463 14.01075
N 12.98517 -31.15145 2.63110
N 6.50800 -28.23853 6.77078
C 8.71706 -26.33048 16.54636
C 13.19953 -36.87472 13.11233
C 11.01826 -24.60539 6.00191
C 11.07368 -34.70231 10.68798
C 12.77382 -25.28417 12.90144
C 4.10373 -31.58160 8.20626
C 13.86620 -33.96440 6.99733
C 11.56858 -30.81790 10.17512
C 13.52416 -27.54575 12.75179
C 16.25843 -30.85647 8.64402
C 12.55420 -28.88129 -1.13424
C 9.93409 -34.76460 5.85468
C 8.38566 -28.98621 2.65282
C 15.75373 -26.15393 8.94816
C 9.73685 -30.60983 7.85260
C 10.77904 -22.27806 13.77022
C 12.10916 -29.49660 4.12483
C 5.85166 -32.54514 9.45431
C 8.51651 -31.35573 7.30737
C 16.14867 -29.74492 9.66502
C 5.53703 -26.12348 7.54782
C 6.46582 -26.26059 17.09915
C 7.20688 -33.52604 11.28676
C 11.33871 -25.88673 6.86207
C 13.11423 -31.62107 1.25092
C 9.44482 -32.88841 1.35233
C 5.79489 -26.85000 12.22331
C 11.56396 -24.43738 13.19354
C 11.12785 -23.32227 6.87993
C 16.31763 -28.38984 8.98981
C 10.86683 -20.84939 13.36831
C 6.75298 -25.81612 11.57640
C 14.68243 -35.30225 8.97804
C 11.14981 -36.87161 11.57668
C 6.98125 -32.31206 10.47978
C 14.28277 -31.45960 13.89995
C 11.68354 -36.58228 12.99672
C 12.06048 -31.16889 8.76295
C 3.71368 -26.32773 9.13748
C 8.68350 -38.64615 6.44686
C 7.74365 -26.07265 6.24316
C 6.80253 -26.86674 7.19527
C 10.14631 -22.31127 8.73692
C 9.69916 -36.55240 7.31949
C 10.31218 -19.44732 11.47898
C 9.62068 -26.11464 15.36396
C 11.57711 -33.53147 15.15248
C 8.28540 -32.77220 2.35404
C 7.74394 -31.27148 2.39020
C 5.31823 -26.53951 13.66309
C 9.67098 -38.07554 7.47182
C 11.94147 -30.12861 2.79094
C 11.10441 -28.34935 9.72260
C 10.88026 -31.70504 7.90134
C 9.84953 -29.48965 11.51941
C 13.68935 -28.51004 5.49065
C 14.78039 -35.10357 7.44458
C 10.12456 -33.65588 14.83036
C 10.12332 -29.42108 7.00229
C 10.47073 -29.66241 10.13409
C 13.45641 -30.57033 0.21325
C 9.07743 -26.89802 14.13943
C 6.74273 -23.81055 10.28449
C 15.26228 -34.21172 10.88519
C 12.10259 -32.36523 14.37107
H 13.05653 -28.14062 -0.51096
H 3.57263 -25.32618 9.52994
H 13.52899 -36.39938 14.03427
H 14.08960 -29.79307 0.67045
H 9.51248 -22.55729 9.59315
H 14.03338 -31.05355 -0.59535
H 7.36455 -23.21030 10.94559
H 14.08949 -30.22994 9.85311
H 9.11441 -32.73098 0.28377
H 8.22606 -33.42519 11.70644
H 12.18899 -34.39239 14.89914
H 11.58135 -28.51720 -1.48427
H 13.86061 -33.93861 5.89782
H 13.14162 -25.04322 11.89355
H 3.44514 -31.80888 9.07187
H 14.27388 -32.99952 7.35944
H 12.88852 -24.36407 5.00266
H 4.08404 -32.38850 7.43618
H 10.77201 -34.21860 6.32505
H 12.83256 -31.97093 8.77428
H 12.25476 -32.25268 0.99019
H 8.63214 -39.75578 6.52983
H 11.19894 -29.40925 6.88513
H 11.72638 -32.36585 13.26877
H 15.62484 -35.19298 11.13660
H 15.24185 -25.43269 9.59430
H 9.30602 -28.38642 2.51097
H 7.26388 -25.63214 5.34240
H 4.90545 -26.94970 11.55258
H 11.23057 -34.18931 11.65440
H 7.54352 -31.05503 1.27346
H 5.01470 -32.94766 10.03401
H 13.30506 -29.19747 -1.82431
H 9.98149 -34.71438 10.47118
H 11.40235 -33.86576 17.16245
H 8.71041 -36.09214 7.60446
H 7.69165 -28.54545 3.35059
H 12.00027 -29.39147 1.99523
H 9.62331 -34.40602 15.44281
H 11.32265 -19.17923 11.21408
H 7.46255 -26.93723 8.05371
H 13.63726 -35.50621 9.32387
H 14.01318 -27.35421 11.79579
H 11.71433 -22.76060 12.09075
H 13.41578 -36.34984 6.50134
H 13.10292 -28.57027 12.81035
H 6.49881 -33.56209 12.12593
H 7.45968 -28.61466 6.64826
H 7.51548 -30.84514 11.72224
H 10.68793 -38.43153 7.30142
H 9.98791 -37.34327 13.86507
H 7.75235 -38.23213 6.87320
H 9.72279 -29.44463 5.97359
H 7.91591 -32.09311 9.94116
H 12.85411 -34.13204 7.38926
H 14.59333 -28.96895 10.77128
H 13.97912 -31.40682 12.81605
H 14.54829 -27.82037 5.41734
H 8.53614 -26.69642 5.93771
H 7.57453 -25.52727 12.30328
H 8.69457 -31.60993 6.24665
H 10.65708 -24.84081 12.66487
H 10.10945 -38.15894 9.44791
H 7.96083 -28.96298 1.65714
H 10.01182 -33.79865 1.54262
H 6.78248 -33.38969 1.25367
H 11.97213 -30.31784 4.83444
H 10.01274 -34.54183 4.76785
H 5.77369 -25.07993 7.66977
H 16.99010 -29.95634 10.38379
H 12.37315 -30.31657 10.69640
H 10.97035 -27.12879 16.52329
H 6.00510 -31.31059 12.02048
H 7.28527 -26.29036 10.66962
H 17.22855 -30.81670 8.16856
H 11.10534 -21.87183 9.14852
H 10.74488 -22.47457 6.30235
H 11.89242 -20.54473 13.25249
H 8.74747 -38.38116 5.40989
H 9.66253 -25.09905 14.98606
H 7.57015 -30.74226 7.18306
H 3.04567 -26.56801 8.28718
H 10.00517 -24.85159 5.69468
H 11.16359 -26.82982 6.29906
H 6.65635 -27.17693 17.64768
H 8.71432 -27.39476 16.88060
H 13.70108 -36.44689 12.23382
H 6.18483 -26.63610 14.34622
H 12.53808 -30.28351 8.30997
H 11.56028 -26.65083 15.02258
H 6.83924 -31.19903 2.98929
H 6.03019 -23.24176 9.69586
H 10.31391 -27.60166 9.41591
H 15.32375 -31.85043 14.00714
H 3.44993 -27.03817 9.88513
H 12.76726 -28.10150 5.95214
H 13.91995 -30.91650 2.99393
H 10.49869 -32.64295 8.32703
H 8.66336 -33.00987 3.37387
H 4.86962 -25.60618 13.78107
H 15.90376 -33.43773 11.30048
H 11.47440 -37.83889 11.17845
H 13.38436 -37.91436 13.10272
H 10.97366 -22.39713 14.86425
H 11.39671 -24.55607 14.28697
H 9.72798 -28.52858 7.50410
H 6.36727 -25.36182 17.73531
H 11.28495 -38.31837 14.03950
H 10.61277 -29.27345 12.30479
H 11.08946 -31.78683 6.82232
H 6.17988 -33.30898 8.70974
H 16.15825 -31.86172 9.04728
H 10.26762 -32.15507 1.53103
H 7.31111 -34.59583 2.18612
H 13.84161 -32.43911 1.20905
H 7.41280 -27.96165 12.44607
H 11.52818 -34.05416 9.96079
H 9.81438 -22.72633 13.53661
H 8.89534 -27.93810 14.44030
H 9.72082 -19.44745 10.59039
H 12.36805 -25.94646 7.23990
H 14.89746 -36.63876 5.96129
H 11.19124 -31.68838 10.69443
H 8.25220 -32.28739 7.79794
H 9.57377 -32.68908 14.93998
H 15.35525 -26.22738 7.92677
H 12.77144 -33.18532 16.80164
H 10.05649 -36.85815 11.67587
H 5.97171 -28.74210 12.73404
H 14.19957 -30.41822 14.28018
H 15.55545 -30.76872 7.81528
H 7.43638 -24.29102 9.62398
H 15.94491 -28.49885 7.97001
H 8.86576 -39.16219 9.01710
H 14.04097 -29.35826 6.11278
H 9.96661 -18.67667 12.19215
H 11.89222 -28.18114 8.96630
H 4.79293 -26.31402 6.78998
H 7.22823 -34.42732 10.69763
H 9.63275 -21.46099 8.21196
H 10.70440 -26.07552 7.75520
H 6.10140 -28.20672 5.84397
H 9.08412 -25.70297 17.35372
H 14.24819 -34.15718 11.37489
H 15.26109 -36.14658 9.25411
H 10.40338 -20.13644 14.05192
H 10.09963 -34.08334 13.82783
H 11.36058 -28.67990 4.30317
H 4.69864 -27.33160 14.03810
H 17.38760 -28.08733 8.87880
H 8.95110 -34.38060 6.25277
H 12.22560 -23.09930 7.09119
H 10.36480 -36.09555 8.09937
H 5.49518 -26.30441 16.58647
H 15.79554 -34.85735 7.15976
H 10.94942 -30.56534 2.81560
H 9.77389 -26.90313 13.31025
H 11.66148 -31.45172 14.78487
H 3.87376 -30.63115 7.74606
H 11.55880 -27.83612 10.56188
H 11.45176 -35.53101 13.19795
H 8.09587 -25.23270 6.81913
H 9.19456 -28.61864 11.54828
H 9.32842 -30.35888 11.92071
H 8.17807 -26.43112 13.73714
H 13.70219 -25.13326 13.46425
H 16.87654 -25.93282 8.99140
H 11.61305 -24.72657 4.00315
H 14.25061 -27.38485 13.58886
```

Energy above the lowest of the compared OMol25 structures with the same formula, charge and spin (kcal/mol): 0.0
F_max (eV Å⁻¹): 3.10
Electronic energy (hartree): -4740.6111
LUMO energy (eV): -2.06
Net charge: +1